Record 1
DFT (ωB97M-V with the def2-TZVPD basis set) results for a structure of composition C42H55I2N7NdS2Si3.

```
! RIJCOSX wB97M-V def2-TZVPD def2/J DEFGRID3
* xyz 1 4
Nd -0.0608 0.9204 0.4402
N -1.2850 -0.7362 2.2633
C -2.5267 -1.3233 2.7362
C -2.5203 -2.0333 3.9365
C -3.6744 -2.5784 4.4619
C -4.8764 -2.3898 3.7995
C -4.8853 -1.7188 2.5951
C -3.7178 -1.2007 2.0238
C -3.8490 -0.6733 0.6524
C -4.5851 -1.4721 -0.2287
C -4.9414 -1.0216 -1.4843
C -4.5317 0.2311 -1.9074
C -3.7609 1.0072 -1.0656
C -3.4152 0.5703 0.2089
H -0.5685 -1.4716 2.3081
H -0.9961 -0.0730 3.0019
H -1.5885 -2.1601 4.4730
H -3.6415 -3.1324 5.3868
H -5.7901 -2.7853 4.2157
H -5.8138 -1.5867 2.0633
H -4.8953 -2.4532 0.1060
H -5.5483 -1.6410 -2.1286
H -4.8197 0.6063 -2.8783
H -3.4653 2.0014 -1.3823
C 4.3166 2.8183 2.5950
Si 2.8290 2.1815 1.5845
C 3.5725 1.4262 -0.0244
C 1.7975 3.7067 0.9895
C 1.6315 0.9303 2.3911
Si 1.2185 1.6242 4.1462
C 0.9632 3.5038 4.2167
C -0.4168 0.9378 4.8871
C 2.5697 1.2168 5.4276
Si 2.4087 -0.7955 2.4696
C 1.7539 -2.0334 3.7924
C 4.3028 -0.9666 2.5976
C 1.8930 -1.8257 0.9070
C 2.5958 -2.9595 0.5088
C 2.0587 -3.8414 -0.4098
C 0.7924 -3.5746 -0.9086
C 0.1622 -2.4186 -0.4946
N 0.6934 -1.5511 0.3685
H 4.9346 3.4916 2.0094
H 4.9503 2.0025 2.9263
H 3.9936 3.3549 3.4786
H 4.6446 1.5928 -0.0596
H 3.1610 1.8812 -0.9236
H 3.4160 0.3517 -0.0813
H 2.0486 3.9931 -0.0291
H 2.0064 4.5714 1.6079
H 0.7124 3.5462 1.0451
H 0.3537 3.8778 3.4078
H 1.8949 4.0537 4.2018
H 0.4478 3.7765 5.1310
H -1.3102 1.3369 4.4089
H -0.4657 1.2691 5.9196
H -0.4725 -0.1446 4.9261
H 3.5554 1.4566 5.0503
H 2.5767 0.1738 5.7185
H 2.4184 1.8026 6.3272
H 2.2057 -1.8317 4.7552
H 2.0277 -3.0470 3.5137
H 0.6811 -2.0245 3.9437
H 4.6561 -0.4187 3.4620
H 4.8147 -0.5649 1.7316
H 4.6190 -1.9962 2.7265
H 3.5650 -3.1528 0.9359
H 2.6025 -4.7228 -0.7177
H 0.3062 -4.2399 -1.6035
H -0.8158 -2.1501 -0.8777
N 1.5532 1.5602 -4.0563
C 2.8404 1.0086 -4.1863
C 3.7311 1.5107 -5.1217
C 5.0083 0.9746 -5.2160
C 5.4177 -0.0175 -4.3445
C 4.5342 -0.5138 -3.3962
C 3.2453 -0.0217 -3.3447
S 2.0755 -0.6804 -2.1833
N 1.0252 0.6420 -1.9471
C 0.8373 1.4957 -2.8948
C -0.2075 2.5234 -2.7121
C -0.8389 3.0905 -3.8172
C -1.7127 4.1458 -3.6221
C -1.8951 4.6289 -2.3373
C -1.2849 3.9580 -1.2895
N -0.4842 2.9036 -1.4537
H 1.3803 2.3486 -4.6647
H 3.4328 2.3140 -5.7803
H 5.6794 1.3367 -5.9784
H 6.4215 -0.4076 -4.4001
H 4.8263 -1.2936 -2.7106
H -0.6950 2.6770 -4.8042
H -2.2107 4.6028 -4.4611
H -2.5068 5.4915 -2.1366
H -1.4436 4.3087 -0.2783
I -2.6758 2.2196 1.4289
I -2.0935 4.9621 2.4958
S -1.5801 -0.5870 -2.7666
C -2.4845 -1.8860 -3.3089
N -2.8490 -2.8950 -2.5022
C -3.5514 -4.0818 -2.9565
C -3.1994 -4.3151 -4.4209
C -3.5322 -3.0501 -5.2035
N -2.8184 -1.9429 -4.6036
H -2.7337 -2.7641 -1.5090
H -4.6372 -3.9665 -2.8350
H -3.2330 -4.9303 -2.3425
H -3.7544 -5.1630 -4.8163
H -2.1279 -4.5177 -4.4961
H -4.6124 -2.8601 -5.1781
H -3.2254 -3.1536 -6.2459
H -2.5395 -1.1632 -5.1763
*
```

Properties
DFT total energy = -4838.424946 Ha
F_max = 0.83 eV/A
ΔE to the lowest compared entry with this formula, charge and spin = 12.0 kcal per mole
Gap between HOMO and LUMO (alpha / beta) = 6.2 / 6.2 eV

Record 2
DFT (ωB97M-V with the def2-TZVPD basis set) results for a structure of composition C42H56FKN10O3SSb at a distorted geometry.

```
! RIJCOSX wB97M-V def2-TZVPD def2/J DEFGRID3
* xyz 1 1
K -0.4530 -2.1088 0.9415
C -4.0708 -2.0356 0.9177
C -3.7454 -3.0713 -0.1080
C -4.5317 -3.2764 -1.2417
C -4.2487 -4.3988 -2.0175
C -3.4421 -5.3901 -1.4869
C -2.6629 -5.0919 -0.3634
N -2.7994 -3.9342 0.2736
Sb -0.9819 -6.3783 0.3788
C -0.2938 -5.8254 2.3845
C 0.0588 -6.9418 3.2045
C 0.0608 -6.7237 4.6069
C -0.3940 -5.5156 5.0863
C -0.7749 -4.5101 4.2030
C -1.1096 -3.1346 4.6919
N -0.5261 -4.5983 2.8759
C 0.4015 -4.9566 -0.5591
C 0.3766 -4.5949 -1.9285
C 1.4846 -3.8921 -2.4287
C 2.6025 -3.7026 -1.6211
C 2.4938 -4.0935 -0.2518
C 3.5965 -3.8827 0.7434
N 1.3187 -4.5101 0.2708
H -5.1426 -1.9195 0.9320
H -3.5685 -1.1119 0.7286
H -3.8498 -2.2732 1.9327
H -5.2334 -2.4809 -1.5573
H -4.6771 -4.5047 -3.0480
H -3.4326 -6.4281 -1.8654
H 0.3048 -7.8461 2.6370
H 0.3691 -7.5244 5.2817
H -0.5030 -5.4363 6.1542
H -2.1672 -2.8319 4.5104
H -0.4995 -2.3644 4.2107
H -0.9727 -3.0711 5.7985
H -0.4525 -4.8357 -2.5974
H 1.4830 -3.5752 -3.5288
H 3.5383 -3.2526 -2.0011
H 3.6850 -4.6695 1.5075
H 3.4964 -2.9270 1.2439
H 4.5952 -3.7103 0.2597
F -3.2988 2.0097 -4.5313
C -2.0166 2.1606 -4.1016
C -1.5341 1.1890 -3.2618
C -0.1192 1.1137 -2.9927
C 0.4325 0.1218 -2.0149
O -0.3866 -0.5128 -1.2849
C 1.8920 0.0886 -1.9137
C 2.6094 0.7413 -2.8931
N 2.0690 1.5043 -3.8847
C 3.0648 1.8253 -4.8393
C 2.6479 2.1224 -6.2494
C 3.3257 3.1893 -5.4406
C 0.7543 1.8535 -3.8379
C 0.2148 2.9395 -4.6157
C -1.1849 3.1462 -4.6323
N -1.7132 4.2487 -5.3543
C -2.4638 5.2413 -4.5913
C -3.7567 5.7181 -5.3284
N -3.3141 6.2954 -6.6753
C -2.2784 5.4922 -7.4133
C -2.0503 4.1415 -6.7824
C 2.6117 -0.5393 -0.7503
O 3.8670 -0.5020 -0.8554
O 1.9626 -1.2100 0.0968
H -2.1773 0.4929 -2.7131
H 3.6928 0.5754 -2.9822
H 4.0192 1.3011 -4.8614
H 1.6006 2.2092 -6.4228
H 3.3314 1.5434 -6.9094
H 2.7087 4.0485 -5.2131
H 4.4081 3.2848 -5.6042
H 0.8758 3.7417 -4.9807
H -1.8194 6.1271 -4.4475
H -2.6405 4.7234 -3.6682
H -4.3128 6.4642 -4.7500
H -4.3475 4.8539 -5.5704
H -3.0209 7.2867 -6.6415
H -4.1492 6.3106 -7.3204
H -1.3814 6.1349 -7.5162
H -2.7384 5.3315 -8.4005
H -1.1841 3.6058 -7.2093
H -2.9344 3.4966 -6.9408
N 0.5648 -0.0199 2.4082
C 0.1769 1.3193 2.8137
C -1.2490 1.6766 2.3698
N -1.8061 1.0259 1.1512
H 1.2632 -0.3388 3.0814
H 1.1722 -0.0484 1.5616
H 0.9409 2.0290 2.5461
H 0.0958 1.4387 3.8908
H -1.2797 2.8006 2.2232
H -2.0002 1.4890 3.1420
H -1.0944 1.0176 0.4024
H -2.5793 1.6450 0.8579
C 0.6394 2.7332 6.5708
N 1.1766 1.3956 6.4833
C 0.0955 0.3740 6.4611
C 2.4448 1.0783 6.0988
S 2.8321 -0.3777 5.2703
N 3.4050 2.0142 6.4292
C 3.4963 2.6140 7.7663
C 4.6710 1.9625 5.7237
H -0.0274 2.8582 5.6957
H 1.4736 3.4567 6.5462
H 0.0472 2.9130 7.4945
H -0.7505 0.8228 6.9848
H 0.4006 -0.5595 6.9124
H -0.1980 0.1258 5.4413
H 2.5850 2.3608 8.2556
H 3.5843 3.6853 7.6691
H 4.3916 2.1791 8.2131
H 4.4428 1.7938 4.6980
H 5.2488 1.0618 6.0217
H 5.2380 2.8940 5.9443
*
```

Properties
DFT total energy = -3745.181645 Ha
F_max = 2.92 eV/A
ΔE to the lowest compared entry with this formula, charge and spin = 24.5 kcal per mole
Gap between HOMO and LUMO = 5.7 eV

Record 3
DFT (ωB97M-V with the def2-TZVPD basis set) results for a structure of composition C42H57BN10NbO2 at a distorted geometry.

```
! RIJCOSX wB97M-V def2-TZVPD def2/J DEFGRID3
* xyz -1 1
C 5.8645 -0.8554 -0.7135
N 4.8613 -1.0896 -1.7670
C 5.3497 -2.1178 -2.6880
C 3.6438 -1.5257 -1.0934
O 3.5459 -2.6867 -0.7121
C 2.6133 -0.5146 -0.8869
Nb 1.4591 -0.0900 -2.8793
C 0.0125 1.3346 -1.8485
C -1.2816 0.4838 -1.8685
C -2.5377 1.2393 -1.4597
N -3.5725 0.2620 -1.0227
B 3.0652 1.5912 -3.2324
N 4.2295 1.9874 -2.3983
O 2.8977 2.2984 -4.4214
H 5.9646 -1.7279 -0.0519
H 6.8361 -0.6699 -1.1700
H 5.5701 0.0114 -0.1189
H 6.3447 -1.8281 -3.0297
H 5.4371 -3.0984 -2.2046
H 4.6734 -2.1978 -3.5365
H 3.0397 0.4231 -0.5257
H 1.9052 -0.9128 -0.1567
H 0.6719 -1.6911 -2.3887
H 2.6288 -1.0361 -3.9534
H 0.4086 0.2206 -4.3652
H 0.2871 1.5275 -0.8069
H -0.1628 2.2787 -2.3718
H -1.4241 0.0348 -2.8562
H -1.1593 -0.3470 -1.1656
H -2.3348 1.9543 -0.6622
H -2.9152 1.7924 -2.3294
H -4.4877 0.5882 -1.3192
H -3.4162 -0.5758 -1.5793
H 4.8028 1.1606 -2.2414
H 3.9400 2.3255 -1.4879
H 3.7467 2.2920 -4.8889
N -3.1323 2.6613 -0.1674
C -3.6381 3.6033 -0.9588
C -3.4577 4.9628 -0.7529
C -2.6935 5.3647 0.3327
C -2.1569 4.3953 1.1646
C -2.4075 3.0623 0.8733
H -4.2212 3.2398 -1.7991
H -3.8983 5.6822 -1.4298
H -2.5168 6.4157 0.5248
H -1.5451 4.6539 2.0180
H -1.9988 2.2758 1.4981
N 2.2738 -3.7479 4.9376
C 3.5083 -3.9409 4.4736
C 3.9100 -3.6080 3.1877
C 2.9793 -3.0330 2.3341
C 1.6917 -2.8246 2.8022
C 1.3905 -3.1994 4.1033
H 4.2078 -4.3841 5.1754
H 4.9284 -3.7860 2.8683
H 3.2401 -2.7535 1.3202
H 0.9355 -2.3830 2.1666
H 0.3924 -3.0541 4.5033
N -3.9563 -1.9829 -3.5414
C -4.9569 -2.5775 -2.8964
C -6.2304 -2.7243 -3.4273
C -6.4766 -2.2223 -4.6956
C -5.4434 -1.6003 -5.3774
C -4.2043 -1.5079 -4.7584
H -4.7232 -2.9516 -1.9050
H -7.0065 -3.2182 -2.8581
H -7.4575 -2.3149 -5.1450
H -5.5896 -1.1938 -6.3690
H -3.3668 -1.0319 -5.2573
N 0.9637 4.4454 3.1146
C 0.7997 5.5499 3.8409
C 1.7996 6.4900 4.0461
C 3.0384 6.2733 3.4594
C 3.2166 5.1346 2.6930
C 2.1541 4.2552 2.5549
H -0.1825 5.6848 4.2831
H 1.6097 7.3676 4.6493
H 3.8469 6.9804 3.5961
H 4.1610 4.9192 2.2122
H 2.2617 3.3504 1.9670
N 0.2717 -5.7920 -1.1120
C -0.4777 -6.8651 -0.8766
C -0.5384 -7.5092 0.3497
C 0.2289 -7.0087 1.3892
C 1.0139 -5.8905 1.1622
C 1.0017 -5.3137 -0.1044
H -1.0603 -7.2269 -1.7184
H -1.1685 -8.3790 0.4827
H 0.2151 -7.4825 2.3633
H 1.6241 -5.4722 1.9502
H 1.6028 -4.4361 -0.3277
N -8.2236 2.4075 -0.7513
C -6.9372 2.1258 -0.5499
C -6.3700 0.8802 -0.7792
C -7.1883 -0.1353 -1.2448
C -8.5309 0.1377 -1.4588
C -8.9952 1.4184 -1.1983
H -6.3234 2.9406 -0.1814
H -5.3146 0.7201 -0.5958
H -6.7860 -1.1222 -1.4360
H -9.2073 -0.6250 -1.8208
H -10.0393 1.6682 -1.3566
N 5.4368 1.3726 3.1965
C 5.1870 2.3855 4.0223
C 4.3193 2.3046 5.1007
C 3.6796 1.0994 5.3414
C 3.9172 0.0373 4.4853
C 4.8037 0.2245 3.4331
H 5.7060 3.3124 3.8001
H 4.1502 3.1665 5.7325
H 2.9946 0.9938 6.1731
H 3.4339 -0.9211 4.6270
H 5.0179 -0.5844 2.7426
*
```

Properties
DFT total energy = -2414.125482 Ha
F_max = 9.24 eV/A
Gap between HOMO and LUMO = 6.5 eV

Record 4
DFT (ωB97M-V with the def2-TZVPD basis set) results for a cluster of 6 separate species, C42H58Br2N7O2 in total at a distorted geometry.

```
! RIJCOSX wB97M-V def2-TZVPD def2/J DEFGRID3
* xyz 5 1
C 7.5290 1.8237 -6.8349
N 6.6021 0.8352 -6.1785
C 6.2881 -0.3302 -6.7149
C 5.4064 -1.2359 -6.0922
C 4.8234 -0.8696 -4.8815
C 5.2832 0.2959 -4.2817
C 6.1045 1.1750 -4.9780
C 3.8659 -1.7363 -4.1437
C 3.8965 -3.1699 -4.1726
C 2.9612 -3.8253 -3.4085
N 2.0259 -3.1549 -2.7104
C 1.9493 -1.8292 -2.7004
C 2.8603 -1.1127 -3.4460
C 0.9099 -3.9725 -2.0135
H 7.8011 1.5466 -7.8695
H 8.3958 1.9483 -6.2129
H 7.0166 2.7954 -6.9661
H 6.7352 -0.4665 -7.6793
H 5.0689 -2.0952 -6.6617
H 4.9064 0.5812 -3.3185
H 6.4689 2.1549 -4.6703
H 4.6340 -3.7387 -4.7148
H 2.9018 -4.9188 -3.5859
H 1.1376 -1.3905 -2.1132
H 2.6980 -0.0308 -3.4660
H 0.4465 -4.6129 -2.7894
H 0.1699 -3.2541 -1.6353
H 1.3790 -4.5510 -1.1997
C -5.0283 -3.3179 0.1102
N -4.4996 -3.8465 1.3763
C -3.1761 -3.9029 1.5859
C -2.7194 -4.3497 2.8241
C -3.5560 -4.6050 3.8601
C -4.9479 -4.6447 3.6052
C -5.3717 -4.1384 2.3957
C -3.0535 -4.9970 5.1867
C -3.6097 -6.1047 5.8225
C -3.1445 -6.4131 7.0555
N -2.1676 -5.7088 7.6909
C -1.5864 -4.6643 7.0749
C -2.0141 -4.3083 5.8003
C -1.8072 -6.0710 9.0737
H -4.2431 -2.7653 -0.3692
H -5.9396 -2.7665 0.2825
H -5.3894 -4.0484 -0.6175
H -2.4755 -3.4876 0.8562
H -1.6391 -4.4265 2.8450
H -5.7143 -4.8361 4.3833
H -6.4135 -3.9858 2.1097
H -4.3603 -6.8159 5.3920
H -3.4732 -7.3097 7.5757
H -0.8433 -4.1530 7.6062
H -1.4619 -3.5354 5.3154
H -0.7791 -5.7764 9.3148
H -1.8877 -7.1323 9.2369
H -2.5008 -5.5752 9.7592
C -3.0673 1.9648 1.9902
N -1.7739 2.5277 2.4488
C -1.7942 3.4099 3.5295
C -0.6251 3.9726 3.8937
C 0.5470 3.6146 3.3071
C 0.5786 2.7324 2.2308
C -0.6610 2.1407 1.8179
C 1.7806 4.3377 3.7475
C 3.0132 3.6918 3.6341
C 4.1463 4.1417 4.2198
N 4.0633 5.3286 4.8698
C 2.9128 6.0686 5.0027
C 1.7478 5.5525 4.4079
C 5.3150 5.8063 5.5842
H -2.9009 0.9382 1.7350
H -3.3924 2.4802 1.1023
H -3.8207 1.9900 2.7714
H -2.7250 3.6533 3.9964
H -0.6274 4.8098 4.6287
H 1.4479 2.4180 1.6485
H -0.7911 1.4889 0.9656
H 3.0926 2.7477 3.0578
H 5.1187 3.6782 4.1947
H 2.8523 7.0120 5.5165
H 0.8312 6.1082 4.5036
H 6.1323 6.0052 4.8884
H 5.5746 4.9933 6.2879
H 5.1553 6.7386 6.1590
C -4.0534 -0.5191 -5.8026
O -3.2970 0.0864 -4.7530
C -3.6225 1.4233 -4.4943
C -3.0926 1.7298 -3.0575
N -1.6668 1.2715 -3.0373
H -1.2754 1.1813 -2.0904
H -1.6237 0.2820 -3.3786
C -0.7227 2.1763 -3.7674
C -0.7877 3.6921 -3.4007
O -1.6856 4.2431 -4.3355
C -1.7236 5.6414 -4.2482
H -3.5532 -0.2925 -6.7627
H -5.1056 -0.1548 -5.8276
H -3.9644 -1.5643 -5.5798
H -4.7018 1.5784 -4.4577
H -3.2049 2.1375 -5.2343
H -3.6243 1.0702 -2.3642
H -3.1438 2.8060 -2.8650
H -0.9339 2.0589 -4.8312
H 0.2520 1.7726 -3.4906
H 0.2108 4.1443 -3.4442
H -1.1088 3.7107 -2.3608
H -0.7601 6.0987 -4.4514
H -2.0145 5.9915 -3.2492
H -2.4233 6.0383 -5.0076
Br 0.9759 1.0841 -1.0219
Br -1.9423 -1.2142 -0.5390
*
```

Properties
DFT total energy = -7315.309737 Ha
F_max = 2.78 eV/A
ΔE to the lowest compared entry with this formula, charge and spin = 0.0 kcal per mole
Gap between HOMO and LUMO = 5.6 eV

Question: F_max of number 1 (C42H55I2N7NdS2Si3)?
Answer: 0.83 eV/A